No. 1
# C35H35CrF5N2O6PS4

A structure of composition C35H35CrF5N2O6PS4 (wB97M-V/def2-TZVPD, the OMol25 dataset).

As for the frontier orbital gap (spin up / spin down): 6.829 / 6.922 eV. The calculation puts the energy relative to the best compared isomer or geometry (same formula, charge and spin) at 14.9 kcal/mol.

Geometry as ORCA input:
```
! wB97M-V def2-TZVPD RIJCOSX def2/J DEFGRID3
* xyz -2 4
Cr -0.536 -0.653 -0.238
S -1.660 -1.636 1.698
S -3.070 3.703 -0.986
S -2.927 0.338 -1.968
S 1.432 -5.064 -0.556
P 0.921 0.069 -2.163
F -2.474 -6.400 -0.001
F 0.441 -5.868 3.649
F -0.840 -7.483 1.878
F -2.825 -3.746 -0.116
F 0.106 -3.217 3.551
O -1.813 3.415 -0.174
O -2.257 -0.847 -1.338
O -3.765 -0.086 -3.067
O -1.305 1.090 0.521
O -3.786 4.870 -0.406
O -1.974 1.387 -2.263
N 0.371 -2.479 -0.481
N 1.133 0.171 0.612
C -1.194 1.442 1.904
C 2.501 3.603 0.208
C 0.810 -3.559 -0.508
C -4.758 -0.038 -0.030
C 1.046 0.207 2.028
C 3.152 -1.137 2.091
C -4.015 0.935 -0.690
C -5.041 2.630 0.642
C -1.020 -6.155 1.829
C 2.469 -0.964 -2.248
C -1.389 -3.364 1.718
C 0.403 0.507 -3.882
C 3.770 -0.192 -2.474
C 1.501 1.553 -1.332
C 1.972 -0.343 4.177
C 2.332 3.824 -1.156
C -0.557 -3.961 2.660
C -0.468 -0.605 -4.476
C -0.023 0.844 2.653
C -5.649 0.326 0.965
C -2.019 -4.230 0.824
C -0.372 -5.331 2.724
C 2.040 -0.410 2.793
C -1.847 -5.599 0.873
C 1.590 1.353 0.067
C 1.839 2.767 -1.907
C 0.844 0.336 6.324
C -0.061 0.897 4.042
C 2.349 -2.126 -3.234
C 2.146 2.412 0.814
C 0.928 0.316 4.820
C 2.626 5.165 -1.775
C 1.516 0.881 -4.863
C -5.796 1.667 1.295
C -4.129 2.279 -0.345
H -1.387 1.993 0.023
H 1.828 0.479 6.775
H 2.894 4.404 0.828
H 3.127 -2.865 -3.031
H 2.091 0.003 -5.161
H 3.737 -0.451 1.473
H 2.214 1.616 -4.465
H -0.887 -0.266 -5.427
H 2.260 2.309 1.885
H 1.391 -2.637 -3.155
H 0.443 -0.608 6.703
H 1.067 1.298 -5.770
H 3.619 5.529 -1.499
H -6.491 1.962 2.074
H -0.239 1.372 -3.707
H -5.116 3.683 0.889
H -1.165 2.534 1.941
H 2.473 -1.780 -4.263
H 4.618 -0.856 -2.278
H -4.605 -1.079 -0.286
H -6.214 -0.436 1.488
H 0.116 -1.507 -4.669
H -0.907 1.378 4.527
H 3.858 0.159 -3.503
H 1.690 2.911 -2.972
H 2.499 -1.371 -1.233
H 2.581 5.109 -2.864
H 2.745 -1.898 1.422
H 3.819 -1.617 2.809
H 3.852 0.668 -1.809
H 1.898 5.915 -1.455
H 2.743 -0.828 4.770
H 0.191 1.137 6.671
H -1.298 -0.867 -3.823
H -2.111 1.112 2.403
*
```

These are the Mulliken partial charges, in e, on atoms 1 to 8: -0.250 -0.349 0.338 1.706 -0.456 1.897 -0.355 -0.348

=====

No. 2
# C35H35IrN7O2

A structure of composition C35H35IrN7O2 in a non-equilibrium geometry (wB97M-V/def2-TZVPD, the OMol25 dataset).

As for the frontier orbital gap (spin up / spin down): 5.058 / 5.577 eV.

Geometry as ORCA input:
```
! wB97M-V def2-TZVPD RIJCOSX def2/J DEFGRID3
* xyz 2 6
Ir 0.919 -0.598 0.522
O 0.929 7.761 1.805
O -0.077 4.699 0.934
N 0.496 -2.350 -0.581
N -0.697 -3.640 1.018
N 2.325 -0.032 -0.842
N -0.056 -1.514 2.200
N 1.577 1.048 1.770
N 0.704 5.585 2.847
N 1.841 -1.994 -2.497
C -0.886 -1.377 4.438
C 3.807 0.916 -2.944
C -2.672 2.088 0.731
C -0.122 -0.918 3.355
C -2.358 -1.093 -1.460
C -2.261 1.022 -0.229
C 0.642 4.623 1.898
C -1.343 -3.268 3.144
C 2.635 0.953 2.621
C -1.464 1.281 -1.517
C 3.241 2.045 3.105
C 0.505 -3.996 -2.240
C 3.102 1.027 -0.715
C 1.002 -2.668 -1.795
C -1.646 -2.477 4.239
C -0.632 -2.778 2.108
C 2.675 3.319 2.882
C -0.210 -4.476 -1.171
C 3.758 1.561 -1.760
C -2.675 -0.329 -0.264
C -0.867 -6.302 -2.579
C 0.080 6.917 2.539
C 2.585 -0.891 -2.090
C -0.171 -3.473 -0.110
C 0.989 2.234 1.600
C 3.466 -0.387 -3.040
C 1.490 3.387 2.200
C -3.407 -0.919 0.806
C -1.570 -0.017 -2.275
C -0.859 -5.740 -1.327
C -0.845 -0.236 -3.512
C 0.830 -4.700 -3.412
C -2.997 -2.340 -1.977
C 0.123 -5.791 -3.553
C -0.813 2.492 -2.038
H -3.732 1.855 0.701
H -3.919 -2.128 -2.496
H 3.605 -1.048 -3.857
H -0.901 -0.857 5.444
H 0.203 2.776 -1.711
H 4.147 1.967 3.663
H 0.918 7.575 0.848
H 4.376 2.450 -1.543
H -2.920 -1.850 1.016
H -0.088 7.449 3.490
H -0.863 6.677 2.039
H 3.182 4.179 3.316
H -2.296 -2.602 -2.775
H 3.039 -0.057 2.800
H 3.238 1.545 0.243
H -1.530 0.097 -4.308
H -2.498 -2.876 4.767
H 1.504 5.629 3.450
H 4.240 1.301 -3.810
H -3.059 -3.133 -1.323
H -0.702 2.243 -3.068
H -1.792 -4.223 2.941
H 0.098 -6.261 -4.559
H -2.309 2.066 1.733
H -4.422 -1.248 0.457
H -0.682 -1.309 -3.630
H -1.592 3.270 -1.852
H -1.400 -7.186 -2.855
H 1.566 -4.236 -4.077
H -2.349 3.018 0.215
H 0.170 2.295 0.954
H 0.453 0.018 3.441
H 0.058 0.345 -3.573
H -3.450 -0.171 1.628
H -1.386 -6.224 -0.545
*
```

These are the Mulliken partial charges, in e, on atoms 1 to 8: 0.680 -0.511 -0.600 -0.313 -0.378 0.130 0.242 0.218